1.
# C31H24BrCl2N6NdO4

A molecular structure, C31H24BrCl2N6NdO4 in a non-equilibrium geometry (ωB97M-V with the def2-TZVPD basis set, the Open Molecules 2025 dataset).

Computed properties:
Calculated total energy, a.u.: -5881.1966
M, g/mol: 839.62
2S+1: 4
Energy relative to the best compared isomer or geometry (same formula, charge and spin), kJ/mol: 0.00
E_HOMO (spin up / spin down), eV: -7.07 / -7.07
LUMO (spin up / spin down), hartree: -0.0183 / -0.0181

Positions of all 69 atoms, in Å:
Nd  -0.581213  -0.582798  0.658209
O  -0.687227  -3.074858  -3.100791
C  -0.824987  -2.538025  -2.004596
N  0.075297  -1.981568  -1.236543
C  1.474549  -1.945571  -1.359851
C  2.134562  -2.695272  -2.401433
C  3.526536  -2.792293  -2.525513
C  4.288721  -2.302472  -1.463172
C  3.737313  -1.425577  -0.486832
C  2.346513  -1.200033  -0.432579
N  1.804033  -0.302245  0.496473
C  2.449477  0.882781  0.741272
O  3.427240  1.374252  0.120243
C  1.694714  1.826866  1.726283
C  2.330522  2.932435  2.331222
C  1.520194  3.774570  3.110711
C  0.117752  3.429676  3.317008
C  -0.331238  2.429271  2.568824
N  0.405203  1.584138  1.812029
C  -2.173149  -2.693363  -1.407634
C  -2.959939  -3.631903  -2.092671
C  -4.172697  -3.992789  -1.538543
C  -4.615805  -3.418533  -0.348929
C  -3.772649  -2.432588  0.134791
N  -2.537612  -2.109498  -0.314735
H  1.480221  -3.238254  -3.058694
H  3.917701  -3.418603  -3.298507
H  5.369750  -2.503382  -1.444343
H  4.415982  -0.924847  0.255407
H  3.406941  3.018304  2.166274
H  1.992689  4.559014  3.680273
H  -0.389418  4.072044  3.944521
H  -1.465828  2.388922  2.507002
H  -2.589442  -4.019360  -3.034783
H  -4.830541  -4.700494  -1.955725
H  -5.563149  -3.671018  0.088766
H  -3.914016  -1.826973  1.073734
Br  1.451912  -2.370169  3.136718
C  -0.197661  -1.933832  3.949690
C  -0.627920  -2.400023  5.251536
C  -1.798094  -1.910196  5.738259
C  -2.594721  -1.161957  4.879237
C  -2.169587  -0.763004  3.659988
N  -0.966851  -1.180684  3.185704
C  -2.895210  0.203070  2.835110
O  -3.851484  0.833418  3.251583
O  -2.445211  0.241359  1.612999
H  -0.004079  -3.074318  5.745208
H  -2.134957  -2.107916  6.766931
H  -3.502355  -0.775432  5.188427
Cl  4.019998  3.154070  -3.121788
C  5.079725  1.905837  -2.390946
Cl  5.606262  0.778966  -3.567980
H  4.445214  1.429725  -1.585151
H  5.895199  2.410481  -1.974441
C  -1.012321  4.280024  -4.112830
C  -0.981286  3.079362  -3.230244
C  -2.040677  2.843505  -2.429599
C  -2.009855  1.840892  -1.469156
N  -0.936096  1.033989  -1.225275
C  0.086964  1.175780  -2.105094
C  0.094920  2.148910  -3.110373
H  -1.984591  4.747072  -4.197985
H  -0.653936  3.995906  -5.147494
H  -0.381948  5.054378  -3.740188
H  -2.970201  3.376392  -2.445147
H  -2.835969  1.724797  -0.723919
H  0.841613  0.382615  -2.101029
H  0.966203  2.187021  -3.749916

Atomic forces in eV per Å
Nd 0.2106 -0.1646 0.0191
O 0.6007 0.0694 -0.8194
C 0.7069 -0.8181 -1.0772
N 0.9321 1.7486 2.6117
C 2.1869 -0.6871 -1.1991
C -0.3888 0.9015 1.0692
C -1.1705 -0.0467 1.9302
C 0.4914 1.0841 -0.0052
C 0.2564 -0.8111 -0.4262
C 0.0403 -0.8546 -1.3760
N 0.2770 1.4294 0.6167
C 0.1132 0.3521 -1.3597
O -1.2504 -0.7906 1.5347
C 1.0939 -0.6296 -0.8067
C -1.0375 -0.0852 0.1988
C -0.1702 -1.9782 0.3072
C 5.3648 1.5174 -0.9902
C -3.5892 -1.2130 -0.9598
N -0.7922 0.6692 0.4923
C -0.0428 -1.6276 -2.0724
C -0.8770 0.0514 0.2529
C 0.2187 0.3681 0.4480
C 1.3809 1.1809 -0.5271
C 0.3351 1.3431 2.9834
N -1.1174 0.1773 0.7383
H -0.0279 0.0773 -0.3131
H 0.4112 -0.1269 -0.2976
H -0.4922 0.2300 0.0109
H -0.9019 -0.6210 -0.8703
H -0.4497 0.3493 0.0977
H -0.1272 0.3350 -0.0630
H -1.6422 0.8763 0.9800
H 1.4970 -0.8089 0.0307
H -0.0878 -0.0101 0.2992
H -0.3797 -0.9242 -0.8967
H -0.0920 0.0821 0.2353
H -0.7929 -0.9125 -0.9674
Br -0.0699 -0.2976 0.3744
C -1.5186 -0.3846 0.8239
C 1.1518 1.1583 -2.4794
C -0.7127 -0.3097 0.2532
C 0.5978 0.1654 0.7046
C 1.7980 -1.0712 0.4937
N 0.1773 -0.0112 0.3612
C -1.2406 0.7119 -2.1712
O 0.3750 -0.1875 0.4072
O -0.5948 0.4818 0.6035
H 0.8961 -0.7599 0.9835
H 0.1869 -0.1183 -0.6427
H -1.7436 0.6707 0.7119
Cl -0.0155 0.1279 -0.0174
C -2.5001 -0.3261 1.1322
Cl 0.4122 -0.8650 -0.7024
H 0.9146 0.3491 -1.0338
H 1.1869 0.6792 0.5220
C 0.5480 -0.8568 -1.9285
C 1.5804 -0.4911 -0.3355
C -1.4792 -1.2652 1.7692
C 0.5278 -0.7680 1.8337
N -0.8117 1.2773 -1.4919
C -0.6209 -0.0356 -0.8130
C -0.3781 0.3810 0.5048
H -0.3955 -0.3031 0.0147
H -0.3354 0.4922 1.0348
H 0.8321 0.4633 0.3037
H -0.1348 0.5887 -0.3268
H 0.6489 0.0691 -0.8762
H 0.0628 0.5708 0.2395
H -0.0326 0.1321 -0.0822

2.
# C31H24BrFO4P

3 unconnected molecules or ions with the total composition C31H24BrFO4P in a non-equilibrium geometry (ωB97M-V with the def2-TZVPD basis set, the Open Molecules 2025 dataset).

Computed properties:
Calculated total energy, a.u.: -4511.6855
M, g/mol: 590.41
E_HOMO, eV: -11.19
LUMO, hartree: -0.1530
Total charge: +1

Positions of all 62 atoms, in Å:
C  2.873021  -0.294748  8.675221
C  2.346290  0.318635  7.371905
Br  1.101868  -0.910392  6.501032
C  3.499197  0.612165  6.406547
P  3.008540  1.238722  4.820878
F  2.357142  2.599732  5.103913
H  2.601302  -1.343865  8.754872
H  3.960270  -0.246527  8.722183
H  2.447999  0.216310  9.534948
H  1.762786  1.210715  7.575886
H  4.033584  -0.320309  6.178917
H  4.242944  1.288604  6.837711
H  2.135185  0.380014  4.172208
H  4.155555  1.345071  4.040375
C  2.599351  2.752974  1.092432
C  1.750758  2.525651  2.171481
C  0.380985  2.453538  2.002855
C  -0.156647  2.623382  0.733669
C  0.682126  2.871169  -0.348445
C  2.060730  2.927083  -0.169666
C  0.114655  3.099406  -1.720576
O  0.857454  3.302494  -2.653935
C  -1.361262  3.059190  -1.876117
C  -1.909159  3.309257  -3.127771
C  -3.282283  3.258931  -3.301451
C  -4.112223  2.952569  -2.229369
C  -3.573085  2.706427  -0.977366
C  -2.197835  2.765159  -0.793233
C  -1.642355  2.522828  0.561882
O  -2.343527  2.251801  1.511479
H  3.672228  2.801667  1.231654
H  2.148825  2.399555  3.168551
H  -0.285575  2.272073  2.836495
H  2.697120  3.108945  -1.025153
H  -1.254878  3.541772  -3.956687
H  -3.708254  3.456332  -4.275730
H  -5.183560  2.907923  -2.371462
H  -4.210664  2.469742  -0.136874
C  0.659318  -0.194030  -1.637018
C  1.229753  -1.253891  -0.940155
C  0.927086  -2.558367  -1.289871
C  0.042155  -2.807181  -2.332300
C  -0.545337  -1.743973  -3.016957
C  -0.225735  -0.436758  -2.672787
C  -1.533354  -1.982020  -4.112753
O  -2.036552  -1.052256  -4.705132
C  -1.878717  -3.393623  -4.439354
C  -2.831931  -3.644059  -5.418277
C  -3.158827  -4.948971  -5.746285
C  -2.529999  -6.009640  -5.103799
C  -1.582327  -5.766681  -4.123875
C  -1.258417  -4.459765  -3.782211
C  -0.258265  -4.223251  -2.703723
O  0.294023  -5.141753  -2.138233
H  0.904825  0.821117  -1.371432
H  1.914679  -1.058769  -0.123864
H  1.366999  -3.394011  -0.762895
H  -0.679386  0.379335  -3.220196
H  -3.311605  -2.811546  -5.914138
H  -3.904305  -5.142499  -6.506035
H  -2.783159  -7.027966  -5.367097
H  -1.089531  -6.583431  -3.614873

Atomic forces in eV per Å
C -0.0627 -0.0782 -0.0138
C 0.1559 -0.1838 0.2558
Br -0.1229 0.0844 -0.0976
C 0.0462 -0.3969 -0.1254
P 0.4305 -0.7585 0.8345
F -0.0133 0.1927 0.1493
H 0.0038 -0.0262 -0.0401
H 0.0128 0.1421 0.0817
H 0.0598 0.0432 0.0340
H 0.0287 0.0744 -0.0866
H -0.0108 -0.0259 0.0167
H -0.0996 0.1396 0.0133
H -0.2230 0.1345 -0.0543
H -0.0650 0.4331 -0.1512
C -0.0160 -0.0481 0.0233
C -0.0596 -0.1626 -0.2396
C 0.0815 -0.0536 0.0831
C -0.0627 0.0409 -0.0496
C -0.0887 0.2417 0.0948
C 0.0739 0.0591 0.0327
C 0.0528 0.0798 -0.0071
O 0.0077 -0.0148 -0.0105
C 0.0094 0.0012 0.0744
C -0.0643 -0.0011 -0.0693
C 0.0025 -0.0107 0.0145
C 0.0183 -0.0023 0.0031
C -0.0801 0.0025 -0.0518
C 0.0693 -0.0002 0.0004
C -0.0168 -0.0285 0.0167
O 0.0002 0.0053 0.0118
H 0.0017 0.0206 -0.0074
H -0.0736 0.3808 -0.6102
H -0.0590 0.0005 -0.0459
H -0.0516 0.0225 -0.0380
H 0.0483 -0.0203 0.0290
H -0.0003 -0.0116 -0.0053
H -0.0022 -0.0005 -0.0022
H 0.0434 0.0046 0.0379
C -0.0460 -0.1405 -0.0707
C -0.0385 -0.0143 -0.0151
C 0.0532 0.0618 0.0772
C -0.0420 -0.0205 -0.0394
C -0.0295 -0.0604 -0.0142
C 0.0222 0.0865 0.0665
C -0.0063 0.0245 -0.0248
O -0.0157 0.0073 0.0118
C 0.0370 0.0082 0.0529
C -0.0550 -0.0547 -0.0621
C 0.0158 -0.0004 0.0114
C 0.0036 0.0184 0.0035
C -0.0533 -0.0713 -0.0441
C 0.0188 0.0672 0.0178
C 0.0145 -0.0228 0.0088
O -0.0067 -0.0055 0.0152
H 0.1070 -0.1593 -0.0400
H 0.0208 0.0061 -0.0175
H -0.0178 -0.0472 -0.0540
H -0.0281 -0.0380 -0.0374
H 0.0437 0.0411 0.0210
H 0.0028 -0.0018 -0.0057
H -0.0018 -0.0015 -0.0018
H 0.0269 0.0369 0.0395

3.
# C31H24Cl5I2N5O2PdS4

A molecular structure, C31H24Cl5I2N5O2PdS4 in a non-equilibrium geometry (ωB97M-V with the def2-TZVPD basis set, the Open Molecules 2025 dataset).

Computed properties:
Calculated total energy, a.u.: -6236.3473
M, g/mol: 1164.33
Energy relative to the best compared isomer or geometry (same formula, charge and spin), kJ/mol: 214.53
E_HOMO, eV: -13.48
LUMO, hartree: -0.2933
Total charge: +2

Positions of all 74 atoms, in Å:
Pd  0.593540  0.784691  -1.340466
Cl  3.875937  -0.557837  -1.184193
C  3.620003  1.060713  -1.637864
C  2.367839  1.653073  -1.727150
C  2.238288  2.979790  -2.119354
Cl  0.683602  3.696856  -2.300666
C  3.362840  3.752657  -2.406292
Cl  3.169912  5.380209  -2.880745
C  4.628256  3.180917  -2.303738
Cl  6.011541  4.114204  -2.645472
C  4.752012  1.844272  -1.925987
Cl  6.307585  1.149075  -1.812738
N  -3.019533  1.084796  0.434329
C  -1.866039  1.438913  0.976866
S  -0.731333  2.312399  -0.060672
N  -1.616324  1.310147  2.261457
C  -2.535338  0.948687  3.304551
C  -3.816967  1.484908  3.366302
C  -4.649688  1.123886  4.415089
C  -4.202006  0.254062  5.399595
C  -2.906130  -0.236835  5.348893
C  -2.065931  0.109878  4.302907
H  -3.145865  1.192980  -0.556441
H  -3.726129  0.600540  0.970149
H  -0.652717  1.457298  2.538751
H  -4.152170  2.228475  2.655545
H  -5.643444  1.545658  4.472588
H  -4.854851  -0.020846  6.215933
H  -2.541952  -0.892818  6.127274
H  -1.050073  -0.267920  4.264258
I  2.363174  -1.934284  -6.503835
C  1.847484  -1.645816  -4.540559
C  1.722607  -2.597997  -3.543249
N  1.356617  -1.969075  -2.423526
N  1.239102  -0.653000  -2.639804
C  1.540152  -0.437579  -3.922989
H  1.869488  -3.664652  -3.560902
H  1.259789  -2.359162  -1.485810
H  1.518386  0.555529  -4.342103
N  -2.194043  2.859352  -3.167616
C  -1.550892  1.839703  -3.732449
O  -0.891273  1.015624  -3.068986
C  -1.642506  1.672980  -5.218370
I  -0.130822  2.888109  -6.107890
H  -2.039066  3.048389  -2.185718
H  -2.639291  3.562069  -3.737280
H  -2.601539  1.975468  -5.629024
H  -1.413578  0.646439  -5.481033
O  0.933017  0.122241  0.455893
C  0.647374  -1.148346  1.054508
C  0.760284  -0.734406  2.531643
C  1.136598  0.485388  3.019948
C  1.280316  0.487160  4.437190
C  1.022189  -0.730112  4.984602
S  0.633377  -1.897226  3.795728
C  -0.754523  -1.607215  0.657419
C  -1.293950  -1.613506  -0.598409
C  -2.569058  -2.237243  -0.668942
C  -2.981885  -2.683397  0.546894
S  -1.836681  -2.348940  1.767361
C  1.598704  -2.322899  0.860865
C  1.264540  -3.591111  0.443278
C  2.342292  -4.507875  0.541363
C  3.456355  -3.930227  1.073904
S  3.209302  -2.288770  1.456657
H  1.349782  1.334807  2.389753
H  1.567424  1.352661  5.014503
H  1.050431  -1.016527  6.023458
H  -0.803444  -1.266973  -1.502442
H  -3.133693  -2.363023  -1.581167
H  -3.893714  -3.202468  0.794183
H  0.274907  -3.867208  0.106893
H  2.280741  -5.548316  0.261305
H  4.410694  -4.391413  1.272026

Atomic forces in eV per Å
Pd -1.9598 -0.6870 0.0076
Cl -0.1456 -0.1206 0.0822
C 0.0270 0.1936 0.0185
C 0.1451 0.5101 0.2944
C -0.0329 -0.1049 -0.0153
Cl 0.1738 0.1147 -0.1125
C -0.0692 -0.0599 -0.0094
Cl 0.0431 0.0131 -0.0119
C 0.0007 -0.0101 0.0141
Cl -0.0075 -0.0058 0.0003
C -0.0518 -0.0192 -0.0145
Cl -0.0011 -0.0066 -0.0087
N -0.0718 -0.0663 0.1545
C 0.0703 -0.2546 0.0516
S 0.3736 0.3405 0.0304
N -0.3365 0.3823 -0.3363
C -0.0469 -0.0723 0.0281
C 0.0486 0.0732 -0.0210
C 0.0067 -0.0201 -0.0051
C -0.0097 0.0275 -0.0136
C 0.0243 0.0066 -0.0350
C 0.0034 -0.0804 -0.0413
H -0.0059 -0.0327 -0.0130
H -0.0185 -0.0360 0.0437
H -0.0696 0.0717 0.0082
H 0.0056 -0.0344 -0.1131
H -0.0099 0.0000 0.0008
H -0.0139 0.0019 0.0120
H 0.0028 -0.0219 0.0270
H -0.5270 0.1945 0.0099
I 0.0219 -0.0140 -0.0885
C -0.0022 -0.0541 0.1072
C 0.0697 -0.0759 -0.0971
N 0.0304 -0.0338 0.0837
N 0.3542 0.0161 -0.1743
C -0.0264 -0.0712 0.1390
H 0.0001 -0.0250 -0.0127
H 0.1024 0.0534 -0.0743
H -0.0275 0.0189 -0.0059
N 0.0308 -0.0191 -0.1333
C -0.0674 0.0452 0.0697
O 0.3921 0.0469 0.0547
C -0.0401 -0.0412 0.0409
I 0.0502 0.0010 -0.0257
H -0.0253 -0.0241 -0.0026
H -0.0419 -0.0203 0.0298
H 0.0249 0.0413 0.0081
H -0.0531 -0.0095 0.0032
O 1.3486 -0.2297 -0.0439
C -0.5464 0.1343 0.1276
C 0.0899 -0.2156 0.0076
C 0.2300 -0.2004 0.2906
C 0.0591 -0.0205 -0.0339
C 0.2839 -0.1084 -0.0269
S 0.2413 -0.0274 0.0413
C -0.0667 0.1275 0.1444
C 0.0700 -0.0605 -0.2317
C -0.0614 0.0643 0.0271
C -0.0098 0.0045 -0.0109
S -0.0160 0.0292 0.0135
C -0.0920 0.1390 -0.2648
C 0.1039 0.1235 -0.1189
C 0.0285 0.0118 0.0482
C -0.0760 -0.0169 -0.0113
S 0.1165 0.0115 -0.0081
H 0.0709 0.0539 -0.0473
H -0.0005 0.0214 0.0197
H -0.0035 0.0086 0.0291
H -0.0568 0.0357 0.1146
H -0.0105 0.0156 -0.0011
H -0.0317 0.0016 0.0015
H -0.0379 -0.0194 -0.0027
H 0.0079 -0.0130 -0.0094
H 0.0183 -0.0017 -0.0092

Which of these has the highest calculated total energy?
C31H24BrFO4P

Which formula does entry 1 have?
C31H24BrCl2N6NdO4